Molecular formula: C45H76BrFI2N7O4P3S
Method: DFT, wB97M-V/def2-TZVPD

```
140
Properties=species:S:1:pos:R:3:forces:R:3
C 3.345295 -2.007470 -1.246000 0.555 4.045 -9.182
C 3.607435 -1.400370 -2.511086 -2.015 -3.816 7.641
C 3.974133 -0.631483 -3.944252 0.835 0.508 1.843
C 2.956390 0.633357 -4.271766 0.362 -0.307 -0.196
C 1.698984 0.210205 -5.275093 0.213 0.594 0.927
C 0.315575 0.048872 -4.376985 -1.999 -1.252 1.239
C -0.030573 -1.507739 -3.880364 -2.401 2.442 1.651
C 0.897588 -2.812612 -4.285825 -0.493 0.926 -1.444
I 0.942836 -4.376623 -2.715225 -0.014 1.261 -0.126
C 0.162845 -3.518289 -5.591003 -1.478 1.754 0.437
C 0.229566 -2.623920 -6.964507 -0.328 -0.365 -0.530
I 0.860459 -5.570272 -5.951233 -0.268 0.912 -0.547
C -1.373031 -1.785915 -2.944375 0.395 4.565 -1.462
C -2.327442 -0.494926 -2.553952 2.763 0.832 -2.240
C -2.003660 1.072665 -3.043144 2.330 -2.867 -0.934
C -0.652886 1.354525 -3.988719 -0.819 -3.116 0.832
O -0.290187 2.701470 -4.468829 -1.332 -3.320 -0.042
C -0.491406 2.849256 -5.918307 1.362 0.328 -1.788
C 0.742624 3.845292 -6.448160 -0.957 0.346 0.107
N -2.946718 2.129345 -2.590391 -2.070 -4.753 -1.759
O -2.474435 3.345597 -2.451606 0.825 3.289 0.920
C -2.835038 3.864868 -1.123144 -1.113 -1.173 2.432
C -2.516020 2.688198 0.021576 -0.697 0.907 0.296
C -4.376567 1.950673 -2.918252 -4.639 -1.901 -0.607
C -5.087011 0.521747 -2.407514 -1.408 2.154 -1.655
C -6.662671 0.135884 -2.632884 1.302 2.557 -0.993
C -7.150986 -1.341402 -2.027899 0.616 0.213 0.170
C -7.226819 -1.345053 -0.387720 1.027 -0.936 8.827
C -7.133377 -1.459795 1.012980 -0.262 1.080 -9.514
C -7.675231 1.151440 -3.426932 3.054 1.235 0.478
C -9.289422 0.790320 -3.667539 1.203 -1.090 -0.171
Br -10.497092 2.289208 -2.991085 0.975 -1.106 -0.550
C -9.639433 0.384303 -5.218101 -0.724 -1.087 0.383
C -8.560307 -0.756780 -5.714398 -0.318 0.049 0.047
C -6.989439 2.568805 -3.990354 0.665 -3.053 1.731
F -7.938354 3.451680 -4.756967 3.306 -2.508 2.339
C -5.388187 2.959555 -3.734234 -2.224 -2.311 0.145
P -4.737779 4.599000 -4.454311 0.752 0.232 0.490
C -6.087490 5.996030 -4.396674 -1.167 0.382 -1.377
C -4.287200 4.222036 -6.312080 -0.818 0.118 -0.211
C -5.603184 4.063039 -7.276276 1.335 -0.362 -1.205
S -3.926864 -0.719346 -1.527893 0.582 1.887 -2.294
H 2.704191 -2.553380 -0.400043 1.935 1.509 -2.291
H 5.043255 -0.136701 -3.752829 -2.278 -1.253 -0.418
H 4.094632 -1.383243 -4.838038 -0.444 1.337 1.913
H 3.607724 1.441665 -4.819029 -1.226 -1.582 0.981
H 2.595537 1.107770 -3.263132 0.547 -1.032 -2.029
H 1.998760 -0.777801 -5.845132 -0.895 1.968 1.306
H 1.640247 1.056547 -6.086060 -0.288 -1.676 1.667
H 2.020183 -2.531767 -4.544022 -2.517 -0.578 0.781
H -0.987020 -3.608808 -5.292654 2.584 0.014 -0.604
H 0.049290 -1.458320 -6.784491 0.521 -2.665 -0.152
H -0.659364 -2.986895 -7.654195 1.893 0.680 1.373
H 1.234313 -2.835260 -7.558394 -2.064 0.637 1.371
H -1.707860 -2.835290 -2.543937 0.912 2.276 -0.953
H -0.394438 1.795935 -6.443289 -0.351 2.141 1.065
H -1.505853 3.349765 -6.229063 1.809 -1.024 1.049
H 1.796547 3.318128 -6.380361 -2.229 1.190 0.007
H 0.547484 4.209940 -7.563134 0.372 -1.028 2.328
H 0.678313 4.829596 -5.785562 0.436 -2.212 -1.293
H -4.011822 4.033913 -1.064718 2.421 -0.191 -0.373
H -2.313043 4.871579 -0.826813 -0.676 -2.115 -1.307
H -3.371368 1.860755 0.001281 2.029 1.823 0.048
H -1.462915 2.193593 -0.120854 -2.060 1.048 0.243
H -2.573890 3.267149 1.063640 0.232 -1.443 -2.170
H -8.153487 -1.717932 -2.539089 2.055 1.077 1.430
H -6.317227 -2.121832 -2.365345 -1.700 1.717 0.973
H -6.970507 -1.436393 2.188839 -0.580 -0.049 -3.369
H -9.599142 -0.150688 -3.002093 0.941 2.288 -1.376
H -9.758818 1.289799 -5.953309 0.621 -1.684 1.591
H -10.699920 -0.155968 -5.193083 2.156 1.316 0.090
H -9.031425 -1.410222 -6.591105 1.179 1.663 1.732
H -7.574662 -0.204862 -6.020100 -1.816 -1.359 0.440
H -8.320745 -1.532108 -4.847688 -0.491 1.782 -1.711
H -5.600561 7.015113 -4.751662 -0.654 -2.238 0.790
H -6.515823 6.177340 -3.321508 0.857 -0.653 -2.104
H -6.951598 5.774034 -5.188551 1.612 0.541 2.030
H -3.682340 3.219824 -6.284811 -1.147 1.900 -0.044
H -3.559248 5.104848 -6.638129 -1.646 -1.895 0.599
H -6.270090 5.023994 -7.325363 1.189 -2.012 0.398
H -6.171636 3.078979 -6.995411 0.827 2.142 -0.384
H -5.185230 3.900666 -8.382134 -1.010 0.319 2.243
O 3.516785 -4.129885 2.506187 1.027 -2.916 -2.248
P 4.913734 -4.466121 3.082999 -1.840 6.041 3.802
N 4.326491 -4.516848 4.690645 -0.611 -0.502 1.688
C 3.550140 -3.413818 5.248427 -0.109 0.427 -0.059
C 3.598146 -5.766163 4.966154 0.541 -0.065 -0.103
N 5.625310 -2.979732 2.669827 0.257 1.136 -1.877
C 5.911705 -1.888207 3.579895 0.829 -0.342 0.240
C 5.252674 -2.424452 1.366889 -0.344 -0.299 -0.004
N 6.519733 -4.852675 3.746130 0.807 -2.771 -0.787
C 7.080960 -6.022613 3.067463 0.591 0.149 -0.257
C 6.890301 -4.893046 5.157739 -0.492 -0.181 0.556
H 3.290967 -3.612417 6.295303 0.082 -0.234 -0.180
H 2.622512 -3.230722 4.700069 -0.073 0.036 0.012
H 4.126831 -2.489938 5.279074 -0.014 -0.064 -0.176
H 4.208288 -6.628695 4.678108 0.026 -0.055 -0.104
H 2.657501 -5.818771 4.409091 -0.040 0.011 -0.012
H 3.381819 -5.877055 6.034475 0.098 0.205 -0.106
H 5.025567 -1.274750 3.771378 -0.134 0.026 -0.018
H 6.682028 -1.229362 3.159694 -0.109 -0.099 -0.110
H 6.314707 -2.226819 4.534027 -0.150 -0.135 0.011
H 4.290850 -1.904725 1.414050 -0.070 0.070 -0.096
H 5.178884 -3.217830 0.614991 -0.109 0.198 0.186
H 6.007474 -1.719173 1.001420 0.044 -0.081 0.277
H 6.577294 -6.940534 3.387129 0.190 -0.161 -0.019
H 8.155370 -6.121940 3.256557 -0.132 0.025 0.081
H 6.956918 -5.928293 1.983566 -0.119 0.040 -0.020
H 6.478083 -5.770404 5.668256 0.066 0.046 0.173
H 6.579876 -3.997198 5.701637 -0.214 -0.239 -0.272
H 7.981371 -4.931828 5.261253 0.004 -0.160 -0.493
O 2.695549 -0.731068 7.882301 -0.477 -0.087 3.780
P 2.820826 0.765946 8.257116 1.516 0.032 -7.183
N 1.689613 1.242371 7.063245 -1.518 0.592 -1.024
C 1.833083 0.821139 5.673103 0.326 -0.198 -0.244
C 0.305928 0.960995 7.479687 0.251 0.363 0.313
N 4.437203 0.926331 7.759112 1.925 -1.046 0.527
C 4.895807 1.565575 6.541442 0.041 0.832 0.366
C 5.322928 -0.199008 8.065609 -0.327 -0.287 0.090
N 2.964851 2.486985 8.688023 -1.210 0.476 2.680
C 2.732946 2.672359 10.121961 0.513 0.312 0.287
C 2.393569 3.615953 7.959559 -0.651 -0.045 -0.407
H 1.035535 1.249036 5.053924 -0.085 -0.012 0.335
H 1.804999 -0.265247 5.556087 -0.018 -0.059 -0.068
H 2.755209 1.197093 5.231052 0.052 -0.114 0.178
H 0.119908 1.379623 8.474349 0.028 -0.034 0.104
H 0.106446 -0.114210 7.524840 -0.004 -0.038 -0.015
H -0.419127 1.425893 6.802510 0.244 -0.004 -0.032
H 4.821122 0.897147 5.677808 -0.027 -0.118 -0.052
H 5.947833 1.862812 6.635982 -0.077 -0.140 0.093
H 4.357679 2.486356 6.317798 -0.164 -0.107 0.045
H 5.218337 -1.002098 7.329705 0.038 -0.193 -0.019
H 5.099074 -0.608789 9.056676 -0.033 -0.009 -0.290
H 6.373223 0.112573 8.088150 -0.180 0.249 -0.110
H 1.671597 2.559568 10.365395 -0.012 0.159 0.191
H 3.073316 3.656542 10.461832 -0.086 -0.067 -0.118
H 3.293064 1.927094 10.696385 -0.019 -0.110 -0.057
H 1.307659 3.683759 8.088043 -0.021 0.148 -0.114
H 2.615246 3.583947 6.889714 -0.131 -0.301 0.264
H 2.828894 4.556499 8.318054 0.136 -0.275 0.420
```
Forces are in eV/Å.

Computed properties:
Total energy   -194140.114 eV
E_HOMO   -7.632 eV